A 10-piece molecular cluster, C82H180F12N3O13P3S2 overall in a non-equilibrium geometry, computed with ωB97M-V/def2-TZVPD.

Properties
- E_HOMO (eV) = -6.381
- charge = +2
- orbital gap (Eh) = 0.0944
- LUMO level (eV) = -3.813
- molar mass (g mol⁻¹) = 1801.4

```
295
Properties=species:S:1:pos:R:3:forces:R:3
C 0.0307 7.0430 7.3269 -1.035 -0.880 -0.637
C 0.2942 6.3621 5.9658 -0.372 -0.182 -0.670
N -0.8146 5.4573 5.3596 -1.086 -0.124 -0.488
C -2.1082 6.3235 5.1636 1.682 -0.140 0.549
C -0.4527 4.9837 3.8983 1.524 -0.438 1.067
C 0.9458 4.3187 3.7858 -0.741 -0.049 -0.349
C -1.0635 4.2709 6.3421 -0.005 2.016 -0.491
C -1.9888 3.1805 5.8350 -0.011 0.165 0.935
O -3.2967 3.6948 5.6280 -0.442 0.095 -0.409
C -4.3530 2.7404 5.5367 -0.433 -0.050 -0.022
H -0.3532 6.3471 8.0729 0.358 -0.276 0.041
H -0.7879 7.7580 7.2445 0.488 0.527 -0.009
H 0.9688 7.4419 7.7129 -0.246 0.292 -0.215
H 1.2091 5.7731 6.0305 -0.217 -0.098 -0.182
H 0.3814 7.0721 5.1433 0.534 0.340 0.325
H -1.7697 7.2802 4.7657 0.078 -0.158 -0.407
H -2.5027 6.5862 6.1452 -0.382 -0.603 -0.130
H -2.7742 5.8101 4.4702 -0.020 0.077 0.526
H -0.5449 5.8331 3.2214 0.052 0.241 0.343
H -1.1693 4.2234 3.5877 -0.323 0.264 0.307
H 0.9398 3.2842 4.1291 -0.021 0.256 0.434
H 1.7926 4.8678 4.1975 -0.218 0.111 -0.079
H 1.1135 4.2046 2.7148 0.170 0.231 -0.113
H -1.4449 4.8348 7.1934 -0.482 -0.558 0.116
H -0.0687 3.9580 6.6593 -0.103 -0.622 -0.432
H -2.0733 2.4730 6.6599 0.396 -0.432 -0.047
H -1.5186 2.7097 4.9717 -0.361 -0.200 -0.147
H -4.5073 2.1122 6.4140 0.836 -0.235 0.231
H -4.3101 2.1215 4.6404 0.444 -0.175 -0.046
H -5.3332 3.2148 5.4899 0.322 0.832 -0.201
C 0.7989 2.7117 -0.3590 0.844 -0.048 -0.033
C 1.2920 1.8287 -1.5145 -0.705 0.453 1.333
N 1.5197 0.3397 -1.1535 -0.631 0.461 0.717
C 2.6382 0.2056 0.0424 -0.482 -0.255 -2.741
C 0.2514 -0.3281 -0.5406 1.166 -1.119 -0.132
C 0.4925 -1.8647 -0.2853 -0.385 0.944 0.166
C 2.0243 -0.3392 -2.4356 -0.061 -1.353 0.159
C 1.0206 -0.6042 -3.6278 -1.134 0.732 1.361
O 0.4552 0.5500 -4.1451 -0.215 1.507 -0.460
C 1.2031 1.3023 -5.1055 -0.349 -0.113 0.322
H 0.8310 3.7385 -0.7233 0.257 0.078 -0.061
H 1.5018 2.6415 0.4711 -0.239 0.146 0.222
H -0.2288 2.5766 -0.0218 0.008 -0.568 -0.002
H 2.2716 2.1893 -1.8281 -0.096 0.013 -0.146
H 0.5334 1.9643 -2.2853 0.427 -0.834 -0.382
H 3.4513 0.9050 -0.1519 -0.477 0.632 0.190
H 3.1209 -0.7382 -0.2116 -0.265 -0.385 0.612
H 2.1193 0.2738 0.9985 0.185 0.075 -0.175
H -0.6140 -0.1456 -1.1777 0.174 0.107 -0.150
H 0.1078 0.1166 0.4442 -0.070 0.386 -0.207
H -0.3885 -2.3571 0.1264 -0.503 0.353 -0.269
H 1.1823 -2.0010 0.5477 0.415 0.123 -0.491
H 0.7733 -2.4194 -1.1806 0.207 0.034 0.143
H 2.3565 -1.3127 -2.0751 0.328 0.006 -0.343
H 2.9200 0.2129 -2.7203 -0.111 0.019 -0.102
H 0.0965 -1.0703 -3.2859 0.196 -0.505 0.909
H 1.2619 -1.2859 -4.4434 1.425 -0.059 0.118
H 0.6978 2.2620 -5.2136 -0.185 -0.181 -0.219
H 1.1928 0.7169 -6.0250 0.345 0.279 -0.266
H 2.2082 1.5734 -4.7825 0.111 -0.350 0.105
C 4.8654 1.1746 -5.4930 0.040 -1.586 0.397
C 4.8763 0.2437 -6.7261 1.329 -0.097 -0.371
N 5.2746 -1.2947 -6.5563 -0.653 -0.957 -1.338
C 5.6345 -1.7916 -7.9804 0.101 0.608 1.235
C 6.4990 -1.5290 -5.6532 -0.008 1.687 0.291
C 7.7649 -0.5563 -5.7839 -1.314 -1.123 0.115
C 4.1319 -2.2249 -5.9433 0.297 1.929 0.149
C 3.0219 -2.6163 -6.8588 -1.699 -0.103 -0.843
O 2.2647 -1.5066 -7.2986 0.239 0.886 0.692
C 1.1650 -1.7037 -8.1672 1.384 -0.154 -1.331
H 5.7696 1.1606 -4.8843 0.329 -0.107 -0.472
H 4.1432 0.7893 -4.7732 -0.444 0.450 -0.100
H 4.7068 2.2198 -5.7582 -0.380 -0.211 -0.177
H 5.6419 0.5710 -7.4295 0.509 0.080 0.346
H 4.0212 0.3338 -7.3959 -0.591 -0.602 0.752
H 5.8950 -2.8466 -7.8946 0.027 0.132 -0.105
H 6.4916 -1.1790 -8.2602 0.036 -0.336 -0.170
H 4.8391 -1.6402 -8.7100 -0.150 0.068 0.373
H 6.8028 -2.5627 -5.8186 0.014 0.106 -0.080
H 6.0149 -1.4819 -4.6777 0.612 0.115 0.379
H 7.6274 0.5244 -5.7485 -0.618 -0.170 -0.289
H 8.3208 -0.8299 -6.6807 0.230 0.097 0.228
H 8.3296 -0.7415 -4.8702 0.272 -0.386 -0.221
H 3.8003 -1.5926 -5.1197 -0.474 -0.014 -0.049
H 4.4388 -3.1252 -5.4111 1.112 0.072 -0.460
H 2.3295 -3.2606 -6.3170 0.099 -0.263 0.661
H 3.2652 -3.2500 -7.7118 0.737 0.075 -0.236
H 0.4529 -2.4850 -7.9018 -0.276 0.394 0.645
H 1.5563 -2.0193 -9.1344 0.157 -0.403 -0.300
H 0.8031 -0.7081 -8.4240 -0.648 -0.182 0.678
C -3.3937 -3.8110 4.2168 -0.630 -0.037 0.501
C -3.6836 -5.1637 3.5433 -0.094 0.159 0.365
C -5.0093 -5.1610 2.7686 0.699 0.108 -0.185
C -5.2382 -6.4560 1.9486 -0.026 -0.382 -0.735
P -4.7838 -6.3539 0.1535 0.068 0.631 -1.870
C -4.5215 -7.9936 -0.7741 -1.098 0.808 0.232
C -4.6740 -8.0809 -2.3456 0.674 -0.097 -0.007
C -5.0695 -9.5137 -2.8185 0.158 1.088 0.603
C -5.2180 -9.6842 -4.3275 0.283 0.164 0.950
C -6.2713 -5.4921 -0.6088 0.149 -0.601 0.590
C -6.6194 -4.1306 0.0243 -0.322 1.060 -0.565
C -7.5006 -3.2561 -0.9227 0.764 -1.430 -0.171
C -6.6970 -2.7376 -2.1375 -0.888 -0.540 0.753
C -3.3253 -5.2706 -0.2188 -0.607 -0.098 0.735
C -3.3955 -4.6858 -1.6145 -0.461 -0.161 -1.656
C -2.0564 -4.1776 -2.1041 0.569 1.106 -0.065
C -1.9842 -3.5003 -3.4941 -0.499 -0.609 0.389
H -3.5187 -2.9090 3.6177 0.592 -0.224 -0.635
H -2.4603 -3.8071 4.7798 0.167 0.074 -0.419
H -4.1464 -3.6026 4.9772 -0.245 -0.432 0.261
H -3.6680 -5.9134 4.3344 -0.321 -0.161 0.053
H -2.8853 -5.5006 2.8821 0.144 0.336 -0.202
H -4.9354 -4.2914 2.1155 -0.178 -0.045 -0.262
H -5.8535 -4.9173 3.4136 -0.063 -0.421 0.096
H -6.2826 -6.7400 1.8192 -0.331 0.278 0.286
H -4.8144 -7.3586 2.3890 0.426 0.161 0.150
H -5.3698 -8.5615 -0.3919 0.025 -0.394 0.248
H -3.6111 -8.4118 -0.3447 0.058 -0.139 -0.271
H -3.7582 -7.8347 -2.8830 0.338 0.196 0.373
H -5.3897 -7.3472 -2.7166 -0.305 -0.071 0.167
H -6.0714 -9.6708 -2.4189 0.107 -0.546 0.378
H -4.3363 -10.2136 -2.4178 -0.239 -0.174 0.198
H -5.5543 -10.7160 -4.4291 -0.393 0.259 -0.597
H -4.2914 -9.5829 -4.8924 -0.010 0.198 0.080
H -5.9416 -8.9156 -4.5991 -0.139 -0.427 -0.752
H -7.1193 -6.1513 -0.4235 -0.038 -0.315 0.330
H -6.2573 -5.5209 -1.6984 0.650 0.418 -0.024
H -5.7393 -3.5241 0.2381 0.224 -0.208 0.323
H -7.2069 -4.2967 0.9272 0.360 -0.005 0.222
H -8.0128 -2.4295 -0.4301 0.283 -0.085 0.302
H -8.2688 -3.9826 -1.1876 -0.429 0.385 -0.647
H -7.4157 -2.1717 -2.7302 0.556 0.271 -0.284
H -6.2788 -3.5446 -2.7390 -0.175 -0.039 -0.102
H -5.8483 -2.1616 -1.7686 -0.133 0.441 -0.179
H -2.3654 -5.7642 -0.0671 -0.161 -0.543 -0.047
H -3.3269 -4.5090 0.5610 -0.053 0.363 -0.053
H -4.1304 -3.8904 -1.7379 -0.029 0.267 0.576
H -3.7679 -5.3942 -2.3545 0.015 -0.605 0.110
H -1.2983 -4.9605 -2.1200 0.014 -0.099 0.453
H -1.8100 -3.4196 -1.3606 0.678 -0.004 0.114
H -2.0331 -4.2766 -4.2577 -0.203 0.127 -0.196
H -1.0443 -2.9715 -3.6526 0.020 -0.060 0.248
H -2.7962 -2.7870 -3.6352 -0.061 -0.001 -0.102
C 9.2766 -2.9588 3.0353 -1.025 -0.993 -0.983
C 7.8336 -3.2908 2.4339 1.284 0.032 1.139
C 6.8632 -3.6547 3.5920 0.987 1.110 -1.009
C 5.4905 -4.0256 3.0437 -0.871 0.030 0.345
P 4.0620 -2.8074 3.2208 1.473 -0.517 0.881
C 3.5878 -2.6219 5.0633 -0.301 -0.976 -2.580
C 2.6874 -3.8346 5.4679 0.002 0.698 0.773
C 2.1415 -3.5887 6.8747 0.771 -0.342 1.012
C 3.2128 -3.8121 7.9701 -0.311 -0.042 -0.124
C 4.6409 -1.2051 2.6271 0.353 0.160 -0.600
C 5.4709 -0.3461 3.5379 0.943 0.800 0.920
C 5.4882 1.1273 3.0108 0.080 -1.007 0.456
C 4.1614 1.8376 3.2570 0.578 -0.105 0.179
C 2.6790 -3.4034 2.1605 0.046 2.497 0.231
C 2.4246 -4.8464 2.0912 0.232 -1.365 1.073
C 1.0773 -5.3055 1.4717 0.095 0.304 0.865
C -0.2225 -4.7753 2.2171 1.804 -0.423 -1.040
H 9.9735 -2.7638 2.2202 -0.125 0.709 0.086
H 9.7367 -3.8401 3.4821 -0.389 -0.268 0.273
H 9.2469 -2.1980 3.8153 0.033 0.259 -0.366
H 7.8893 -4.1691 1.7907 0.245 -0.134 -0.037
H 7.4934 -2.5062 1.7581 -0.179 0.315 0.317
H 6.8403 -2.8183 4.2905 -0.112 -0.054 0.202
H 7.3831 -4.4802 4.0781 -0.546 -0.169 0.287
H 5.2056 -4.9659 3.5156 -0.506 -0.037 -0.048
H 5.5936 -4.2226 1.9766 -0.230 0.042 -0.189
H 3.1362 -1.6302 5.0382 -0.608 -0.211 0.316
H 4.5044 -2.5173 5.6440 0.052 -0.436 -0.033
H 3.2492 -4.7667 5.4075 0.434 0.008 0.366
H 1.8174 -4.0943 4.8648 0.044 0.933 -0.683
H 1.3148 -4.2629 7.0982 -0.101 -0.047 -0.165
H 1.7632 -2.5701 6.9607 -0.144 0.044 -0.175
H 3.9878 -3.0459 7.9867 0.048 -0.020 -0.194
H 3.6739 -4.7891 7.8257 0.167 0.004 -0.017
H 2.7867 -3.8253 8.9733 -0.173 0.081 -0.056
H 3.8341 -0.5433 2.3122 -0.452 -0.602 -0.111
H 5.3114 -1.3814 1.7860 -0.482 -0.350 -0.520
H 6.4916 -0.7072 3.6644 0.224 -0.145 -0.650
H 5.1614 -0.4011 4.5816 -0.647 0.484 0.109
H 5.7460 1.1738 1.9527 0.166 -0.191 -0.022
H 6.2861 1.6383 3.5496 -0.032 0.098 -0.040
H 3.7642 1.4224 4.1833 -0.327 0.475 0.147
H 3.4183 1.7028 2.4710 0.035 0.031 -0.064
H 4.4143 2.8945 3.3403 -0.551 0.087 0.081
H 2.8707 -3.0051 1.1641 0.349 0.210 -0.058
H 1.8624 -2.8091 2.5705 -0.383 0.023 0.043
H 2.5252 -5.1976 3.1182 -0.480 -0.518 0.132
H 3.3383 -5.2390 1.6451 -0.431 -0.667 -0.670
H 1.0372 -6.3937 1.5194 0.172 -0.055 -0.116
H 1.0960 -5.0269 0.4180 -0.318 0.083 -0.115
H -1.0702 -5.3185 1.7994 -0.092 0.273 0.035
H -0.2919 -3.7010 2.0462 -0.394 -0.020 0.247
H -0.1521 -5.0027 3.2808 -0.054 0.137 0.027
C -3.2706 1.8910 -6.0317 0.384 -0.276 -0.678
C -2.9725 2.9947 -5.0164 0.363 0.184 -1.489
C -3.6032 2.7314 -3.6840 -1.347 0.439 1.275
C -3.7202 4.0241 -2.7917 0.533 -1.477 -0.220
P -4.6875 3.9563 -1.2375 -0.546 -0.513 0.970
C -6.4717 4.1933 -1.5182 -0.316 0.688 -0.526
C -7.0741 3.3122 -2.6641 -0.323 1.143 0.124
C -8.6373 3.2108 -2.6424 1.374 -0.827 0.948
C -9.1183 2.6441 -1.2883 -0.542 0.739 -0.243
C -4.7185 2.3070 -0.3103 0.592 1.387 -0.344
C -3.3066 1.8529 0.0107 -0.051 0.269 0.832
C -3.1367 0.9176 1.2709 1.395 -0.441 -2.550
C -3.6334 -0.5046 0.9385 -0.570 0.741 0.403
C -4.0297 5.2882 -0.0905 -0.298 -1.049 -0.718
C -4.8644 5.5331 1.1417 -1.314 0.306 -0.547
C -4.3684 6.7216 1.9328 0.251 -0.551 2.456
C -5.2867 7.0466 3.2017 0.627 0.735 -1.978
H -2.9870 0.8734 -5.7628 -0.653 -0.118 0.767
H -2.7080 1.9269 -6.9645 0.269 0.907 -0.024
H -4.3009 2.0311 -6.3587 -0.185 -0.729 0.233
H -3.4226 3.8632 -5.4971 -0.161 0.379 0.374
H -1.9140 3.2548 -5.0100 0.136 -0.264 0.534
H -3.1127 1.9400 -3.1172 0.227 -0.031 -0.086
H -4.6335 2.4053 -3.8258 -0.026 -0.351 -0.364
H -4.1616 4.7994 -3.4179 0.273 0.381 0.254
H -2.6780 4.1906 -2.5193 -0.062 0.963 0.192
H -6.6522 5.2532 -1.6973 0.228 0.249 -0.665
H -7.0132 4.1510 -0.5732 0.261 -0.882 0.254
H -6.5617 2.3503 -2.6784 -0.414 -0.278 0.084
H -6.8254 3.8023 -3.6054 0.279 -0.048 -0.099
H -8.9186 2.5354 -3.4504 -0.037 -0.069 0.025
H -9.0920 4.1702 -2.8893 0.077 0.078 0.268
H -10.1980 2.5061 -1.3459 0.045 -0.445 0.117
H -8.9916 3.3307 -0.4512 0.106 0.345 -0.137
H -8.6022 1.7427 -0.9577 -0.115 -0.274 -0.445
H -5.3026 1.5830 -0.8786 -0.144 0.105 0.131
H -5.1974 2.5858 0.6283 -0.502 -0.080 -0.079
H -2.7085 2.7541 0.1457 0.224 0.027 0.318
H -2.9261 1.4410 -0.9240 0.430 -0.650 0.326
H -3.5323 1.2168 2.2415 -0.541 0.472 -0.409
H -2.0597 0.9153 1.4382 0.201 -0.168 0.120
H -3.3954 -1.0386 0.0185 1.184 0.495 -0.189
H -4.6948 -0.3528 0.7424 -0.553 -0.621 0.909
H -3.3427 -1.1138 1.7943 -0.733 -0.428 -0.063
H -3.9635 6.1920 -0.6961 0.262 0.000 -0.102
H -3.0420 4.9734 0.2465 0.320 0.135 -0.455
H -4.9149 4.6302 1.7503 0.317 0.039 0.357
H -5.9066 5.6919 0.8645 -0.217 0.202 -0.177
H -4.1005 7.6506 1.4295 -0.701 -0.129 -0.602
H -3.3834 6.4061 2.2767 0.266 -0.042 0.397
H -5.7432 6.2040 3.7209 0.475 -0.111 0.004
H -6.0989 7.6560 2.8054 -0.272 -0.062 0.125
H -4.7347 7.7329 3.8439 -0.042 -0.348 0.339
C 4.7918 -4.6758 -1.9785 2.826 1.653 -0.127
F 5.2056 -5.0635 -3.2114 -1.257 0.006 0.213
F 3.4751 -4.7935 -1.7954 0.507 -0.439 -0.256
F 5.5051 -5.4596 -1.1337 -1.268 0.286 -0.032
S 5.4351 -2.8473 -1.7151 -0.236 1.629 -0.986
O 4.7792 -1.9299 -2.6601 -0.690 -1.283 -0.579
O 5.0080 -2.5559 -0.3828 -1.038 -0.504 2.052
O 6.8510 -2.8305 -1.8911 0.695 -1.251 -0.339
C -0.9770 -0.4270 4.3917 0.788 0.333 0.569
F -1.9572 0.4758 4.2073 -0.277 -0.559 -0.436
F -1.0854 -0.8365 5.6657 0.487 0.338 -0.319
F -1.1433 -1.5291 3.6488 -0.347 0.545 -0.426
S 0.6638 0.4489 3.9450 2.583 0.661 -2.320
O 0.4217 1.2927 2.7142 -0.709 -1.873 2.312
O 1.0561 1.2151 5.1111 -1.105 -0.359 -0.089
O 1.6181 -0.6443 3.6338 -1.668 0.527 0.359
C 2.0334 7.5792 -1.0599 4.122 2.925 -2.185
O 2.9926 6.9750 -0.1943 -1.272 -2.174 2.013
O 2.8429 7.9259 -2.1535 -3.621 -1.636 0.803
C 0.6237 6.8866 -1.2399 0.424 0.398 -1.424
F -0.0297 6.4787 -0.1063 -0.378 0.962 0.844
F -0.2317 7.6838 -1.9854 0.405 0.044 1.436
F 0.5779 5.7587 -1.9378 0.860 -1.648 -1.137
C 2.7331 6.9151 1.2366 0.330 -0.040 -2.135
C 3.9567 6.4078 1.9358 0.134 1.038 0.469
H 3.7552 6.6560 2.9778 0.228 -0.185 0.550
H 4.1810 5.3437 1.8606 0.034 0.233 -0.423
H 4.7628 7.0696 1.6189 0.439 -0.623 -0.080
H 1.9145 6.2521 1.5166 -0.717 0.062 -0.169
H 2.5506 7.9521 1.5186 -0.384 0.116 0.508
H 1.8549 8.5658 -0.6323 -1.359 0.329 0.910
C 5.6901 4.6543 -1.4883 1.245 3.726 1.091
O 4.6965 5.1261 -2.3963 -1.256 -2.244 -1.607
O 6.1296 5.7774 -0.8403 -0.570 -4.024 -0.251
C 5.0742 3.4336 -0.7131 0.387 2.221 1.611
F 5.9076 2.8826 0.2235 -0.023 0.023 -0.481
F 3.9558 3.7346 -0.0492 -0.957 0.446 0.923
F 4.6760 2.4337 -1.4882 0.019 -1.901 -1.456
C 4.5803 4.3901 -3.6342 0.122 1.372 0.560
C 3.2663 4.7735 -4.2630 -0.078 0.043 -0.661
H 3.0781 4.0364 -5.0436 -0.342 -0.253 -0.351
H 2.4685 4.7224 -3.5221 0.003 0.114 0.041
H 3.2336 5.7426 -4.7608 0.117 0.152 0.458
H 4.5968 3.3008 -3.6704 -0.029 -0.507 1.212
H 5.4498 4.6132 -4.2524 0.166 0.518 -0.377
H 6.4056 4.1109 -2.1054 1.150 -0.338 -0.532
```
Positions in Å, forces in eV/Å.

Results of the Löwdin charge analysis, in e, for atoms 1 through 99:
1. C -0.043
2. C -0.145
3. N -0.215
4. C 0.022
5. C -0.114
6. C -0.044
7. C -0.049
8. C -0.186
9. O -0.186
10. C -0.084
11. H 0.071
12. H 0.077
13. H 0.097
14. H 0.118
15. H 0.131
16. H 0.105
17. H 0.102
18. H 0.077
19. H 0.124
20. H 0.111
21. H 0.034
22. H 0.080
23. H 0.079
24. H 0.117
25. H 0.145
26. H 0.140
27. H 0.100
28. H 0.093
29. H 0.071
30. H 0.086
31. C -0.043
32. C -0.128
33. N -0.169
34. C 0.088
35. C -0.112
36. C -0.041
37. C -0.061
38. C -0.180
39. O -0.225
40. C -0.048
41. H 0.075
42. H 0.067
43. H 0.059
44. H 0.120
45. H 0.118
46. H 0.097
47. H 0.073
48. H 0.069
49. H 0.116
50. H 0.089
51. H 0.055
52. H 0.047
53. H 0.077
54. H 0.093
55. H 0.122
56. H 0.094
57. H 0.123
58. H 0.092
59. H 0.082
60. H 0.063
61. C -0.045
62. C -0.102
63. N -0.200
64. C 0.020
65. C -0.126
66. C -0.022
67. C -0.058
68. C -0.223
69. O -0.223
70. C -0.084
71. H 0.078
72. H 0.049
73. H 0.091
74. H 0.112
75. H 0.117
76. H 0.110
77. H 0.098
78. H 0.103
79. H 0.128
80. H 0.089
81. H 0.069
82. H 0.072
83. H 0.089
84. H 0.109
85. H 0.135
86. H 0.130
87. H 0.128
88. H 0.092
89. H 0.085
90. H 0.096
91. C -0.092
92. C -0.248
93. C -0.236
94. C -0.234
95. P 1.098
96. C -0.219
97. C -0.233
98. C -0.270
99. C -0.096